# 1
Computed, not measured: a structure of composition C8H11BF2INO10 in a non-equilibrium geometry, with ωB97M-V/def2-TZVPD.

For the energy, the calculation gives -1640.8679 a.u. Its spin multiplicity is 1. As for the orbital gap: 8.3154 eV. Its LUMO energy is -1.27 eV. The calculation puts the highest occupied orbital energy at -9.59 eV.

XYZ file:
```
34
C8H11BF2INO10 (ωB97M-V/def2-TZVPD)
C -3.546 1.510 -3.860
O -2.577 0.919 -4.809
B -2.957 -0.461 -5.171
O -4.006 -0.591 -6.243
N -2.367 -1.742 -4.612
C -2.846 -2.051 -3.210
O -1.924 -2.553 -2.344
O -4.224 -1.901 -2.705
I -3.975 -1.350 -0.738
H -3.538 0.793 -2.906
H -4.604 1.458 -4.385
H -3.246 2.599 -3.551
H -3.442 -0.743 -7.080
H -1.323 -1.618 -4.558
C -0.158 -0.939 2.248
C 0.026 0.377 2.924
O -1.236 0.992 2.796
C -2.130 -0.036 2.759
O -3.330 0.094 2.929
O -1.514 -1.234 2.515
F 0.935 1.133 2.268
H -0.005 -0.884 1.165
H 0.499 -1.711 2.657
H 0.294 0.305 3.983
C 6.049 0.533 3.190
C 5.178 1.688 2.829
O 3.998 1.077 2.358
C 3.921 -0.108 3.027
O 2.912 -0.789 3.098
O 5.111 -0.436 3.616
F 5.721 2.403 1.818
H 6.610 0.142 2.335
H 6.752 0.776 3.990
H 4.941 2.350 3.668
```

These are the Löwdin partial charges, in e, on atoms 1 to 2: C -0.07; O -0.08


# 2
Computed, not measured: the molecule C8H11Br in a non-equilibrium geometry, with ωB97M-V/def2-TZVPD.

For the energy, the calculation gives -2885.2910 a.u. The energy above the lowest of the compared OMol25 structures with the same formula, charge and spin comes out at 62.9 kcal/mol. Its spin multiplicity is 1. The SMILES is CC#CC1(Br)[C@H](C)[C@H]1C. As for the orbital gap: 10.1899 eV. Its LUMO energy is 0.84 eV. The calculation puts the highest occupied orbital energy at -9.35 eV.

XYZ file:
```
20
C8H11Br (ωB97M-V/def2-TZVPD)
C -1.608 -3.494 -0.259
C -0.887 -2.265 0.020
C -0.014 -1.432 0.225
C 0.933 -0.010 0.340
Br 2.673 -0.653 0.856
C 0.599 1.040 -0.689
C 1.655 1.740 -1.460
C 0.406 1.307 0.731
C -0.904 1.599 1.416
H -2.653 -3.311 -0.344
H -1.349 -4.260 0.442
H -1.472 -3.892 -1.244
H -0.392 0.857 -1.135
H 1.678 2.711 -1.183
H 1.430 1.690 -2.575
H 2.599 1.317 -1.187
H 1.171 1.988 1.020
H -0.814 1.158 2.487
H -1.854 1.207 0.964
H -1.198 2.703 1.574
```

These are the Löwdin partial charges, in e, on atoms 1 to 2: C -0.12; C -0.11


# 3
Computed, not measured: the molecule C8H11Br2IO2 in a non-equilibrium geometry, with ωB97M-V/def2-TZVPD.

For the energy, the calculation gives -5907.5487 a.u. Its spin multiplicity is 1. The SMILES is C/C(Br)=C(/Br)C(=O)OCC[C@H](C)I. As for the orbital gap: 9.0963 eV. Its LUMO energy is -0.45 eV. The calculation puts the highest occupied orbital energy at -9.54 eV.

XYZ file:
```
24
C8H11Br2IO2 (ωB97M-V/def2-TZVPD)
C -2.339 1.572 -0.588
C -1.197 1.517 -1.682
Br -1.721 1.274 -3.581
C 0.173 1.630 -1.388
Br 1.503 1.591 -2.852
C 0.739 1.777 0.077
O 0.185 2.351 1.022
O 2.037 1.239 0.313
C 2.062 -0.199 0.162
C 1.492 -0.988 1.462
C 0.447 -2.148 1.036
C -0.803 -1.512 0.231
I -0.412 -3.091 2.835
H -3.119 0.784 -0.896
H -1.997 1.360 0.470
H -2.877 2.585 -0.612
H 1.604 -0.585 -0.807
H 3.173 -0.491 0.110
H 1.024 -0.261 2.198
H 2.362 -1.528 1.965
H 0.938 -2.922 0.362
H -1.791 -2.019 0.498
H -0.876 -0.418 0.560
H -0.608 -1.518 -0.895
```

These are the Löwdin partial charges, in e, on atoms 1 to 2: C -0.12; C -0.65


# 4
Computed, not measured: a structure of composition C8H11BrCuN3O2, with ωB97M-V/def2-TZVPD.

As for the net charge: +1. For the energy, the calculation gives -4840.5197 a.u. Its spin multiplicity is 2. As for the expectation value of S²: 0.753. As for the orbital gap (spin up / spin down): 9.6353 / 8.2685 eV. Its LUMO energy (spin up / spin down) is -3.48 / -4.90 eV. The calculation puts the highest occupied orbital energy (spin up / spin down) at -13.12 / -13.16 eV.

XYZ file:
```
26
C8H11BrCuN3O2 (ωB97M-V/def2-TZVPD)
Cu -0.128 0.004 0.026
N 1.401 0.641 1.272
C 2.069 1.760 0.565
C 1.015 2.631 -0.094
N 0.182 1.784 -0.977
H 1.060 0.931 2.183
H 2.068 -0.106 1.442
H 2.725 1.326 -0.191
H 2.689 2.352 1.240
H 1.484 3.453 -0.638
H 0.359 3.065 0.662
H 0.634 1.621 -1.872
H -0.695 2.250 -1.191
Br -1.427 0.673 3.336
C -2.070 -0.767 2.290
C -3.076 -1.572 2.796
C -3.553 -2.596 1.994
C -3.029 -2.768 0.721
C -2.031 -1.914 0.300
N -1.543 -0.932 1.085
C -1.447 -2.011 -1.107
O -1.810 -2.875 -1.857
O -0.563 -1.086 -1.379
H -3.472 -1.394 3.785
H -4.337 -3.243 2.360
H -3.373 -3.536 0.043
```

These are the Löwdin partial charges, in e, on atoms 1 to 2: Cu 0.66; N -0.01


# 5
Computed, not measured: the ion C8H11BrF4NO2 with charge +1 in a non-equilibrium geometry, with ωB97M-V/def2-TZVPD.

As for the net charge: +1. For the energy, the calculation gives -3489.6916 a.u. The energy above the lowest of the compared OMol25 structures with the same formula, charge and spin comes out at 126.1 kcal/mol. Its spin multiplicity is 1. The SMILES is O=C(Br)C[C@H]1OCC[NH2+][C@H]1C(F)(F)C(F)F. As for the orbital gap: 9.8983 eV. Its LUMO energy is -3.74 eV. The calculation puts the highest occupied orbital energy at -13.64 eV.

XYZ file:
```
27
C8H11BrF4NO2 (ωB97M-V/def2-TZVPD)
O -3.398 -1.802 -0.398
C -2.985 -0.593 -0.005
Br -3.790 0.062 1.752
C -1.942 0.387 -0.808
C -0.527 -0.312 -1.244
O 0.097 0.542 -2.309
C 0.374 1.893 -1.804
C 1.078 1.971 -0.330
N 0.657 0.907 0.656
C 0.597 -0.426 -0.058
C 0.457 -1.735 0.918
F 0.235 -2.947 0.050
F -0.673 -1.614 1.914
C 1.800 -2.071 1.812
F 1.582 -1.426 3.156
F 3.079 -1.661 1.182
H -1.839 1.371 -0.179
H -2.476 0.711 -1.826
H -0.732 -1.363 -1.742
H 1.152 2.377 -2.569
H -0.605 2.567 -1.914
H 2.249 1.962 -0.416
H 0.798 3.017 0.173
H -0.191 1.142 1.228
H 1.453 0.825 1.358
H 1.646 -0.543 -0.617
H 1.901 -3.241 2.019
```

These are the Löwdin partial charges, in e, on atoms 1 to 2: O -0.06; C -0.60


# 6
Computed, not measured: a cluster of 2 separate species, C8H11FN2OS in total in a non-equilibrium geometry, with ωB97M-V/def2-TZVPD.

For the energy, the calculation gives -994.0657 a.u. The energy above the lowest of the compared OMol25 structures with the same formula, charge and spin comes out at 83.3 kcal/mol. Its spin multiplicity is 1. As for the orbital gap (spin up / spin down): 8.1206 / 5.0783 eV. Its LUMO energy (spin up / spin down) is 0.51 / -1.12 eV. The calculation puts the highest occupied orbital energy (spin up / spin down) at -7.61 / -6.20 eV.

XYZ file:
```
24
C8H11FN2OS (ωB97M-V/def2-TZVPD)
C 0.608 1.352 1.747
C -0.718 1.049 1.503
C -0.381 2.119 -0.383
C -1.092 -1.142 -1.216
C -1.534 0.409 2.548
C 1.097 -0.290 -2.176
C 0.847 -1.730 -0.008
C -0.614 2.823 -1.521
N -1.274 1.458 0.365
N 0.181 -1.030 -1.123
O -2.151 -0.985 -1.717
F 0.341 3.415 -2.245
S 1.265 2.166 0.430
H 1.059 1.214 2.660
H -2.113 1.112 3.172
H -2.345 -0.204 2.036
H -0.682 -0.053 3.149
H 1.866 -0.772 -2.767
H 0.482 0.215 -2.876
H 1.523 0.683 -1.660
H 1.805 -1.187 0.103
H 0.136 -1.806 0.778
H 1.217 -2.631 -0.453
H -1.615 3.079 -1.761
```

These are the Löwdin partial charges, in e, on atoms 1 to 2: C -0.39; C -0.50


# 7
Computed, not measured: the molecule C8H11IN2 in a non-equilibrium geometry, with ωB97M-V/def2-TZVPD.

For the energy, the calculation gives -718.3910 a.u. The energy above the lowest of the compared OMol25 structures with the same formula, charge and spin comes out at 1.0 kcal/mol. Its spin multiplicity is 1. As for the orbital gap (spin up / spin down): 6.9104 / 6.8580 eV. Its LUMO energy (spin up / spin down) is -1.04 / -1.05 eV. The calculation puts the highest occupied orbital energy (spin up / spin down) at -7.95 / -7.91 eV.

XYZ file:
```
22
C8H11IN2 (ωB97M-V/def2-TZVPD)
C 0.491 -0.543 0.880
C 1.459 -0.771 -0.102
C -0.110 -0.122 3.318
C -1.118 -1.107 2.737
C 0.322 -1.078 2.218
C -0.358 0.739 -1.935
C 0.968 1.409 -2.089
C -1.211 0.498 -3.124
N -0.472 0.194 0.369
N -0.815 0.277 -0.865
I 3.460 -1.183 0.438
H -0.305 0.890 2.975
H 0.118 -0.161 4.300
H -1.475 -2.057 3.131
H -1.673 -0.791 1.813
H 1.061 -1.872 2.456
H 0.898 2.102 -2.906
H 1.734 0.705 -2.270
H 1.293 1.847 -1.146
H -0.908 -0.611 -3.436
H -0.994 1.243 -3.806
H -2.366 0.395 -2.957
```

These are the Löwdin partial charges, in e, on atoms 1 to 2: C -0.49; C -0.48


# 8
Computed, not measured: the ion C8H11N2O with charge +1 in a non-equilibrium geometry, with ωB97M-V/def2-TZVPD.

As for the net charge: +1. For the energy, the calculation gives -495.7503 a.u. The energy above the lowest of the compared OMol25 structures with the same formula, charge and spin comes out at 0.8 kcal/mol. Its spin multiplicity is 3. As for the expectation value of S²: 2.031. As for the orbital gap (spin up / spin down): 9.1351 / 6.0778 eV. Its LUMO energy (spin up / spin down) is -2.65 / -7.55 eV. The calculation puts the highest occupied orbital energy (spin up / spin down) at -11.78 / -13.63 eV.

XYZ file:
```
22
C8H11N2O (ωB97M-V/def2-TZVPD)
C -3.523 0.065 0.010
C -2.693 0.965 -0.559
C -3.125 -1.182 0.403
C -1.309 0.709 -0.632
C -1.781 -1.453 0.290
C -0.901 -0.518 -0.151
C 1.722 1.001 0.124
C 2.627 -1.346 -0.054
N 1.509 -0.436 -0.092
N 0.394 -0.965 -0.065
O 0.663 1.539 0.889
H -4.585 0.119 0.180
H -3.035 1.923 -0.933
H -3.807 -1.871 0.762
H -0.695 1.548 -1.115
H -1.298 -2.422 0.619
H 0.566 1.330 1.815
H 2.625 1.270 0.541
H 1.538 1.494 -0.768
H 3.078 -1.350 0.856
H 2.300 -2.365 -0.527
H 3.360 -1.044 -0.750
```

These are the Löwdin partial charges, in e, on atoms 1 to 2: C -0.05; C -0.02


# 9
Computed, not measured: the ion C8H11N2O3 with charge +1 in a non-equilibrium geometry, with ωB97M-V/def2-TZVPD.

As for the net charge: +1. For the energy, the calculation gives -646.2344 a.u. The energy above the lowest of the compared OMol25 structures with the same formula, charge and spin comes out at 117.3 kcal/mol. Its spin multiplicity is 1. As for the orbital gap: 8.8023 eV. Its LUMO energy is -5.31 eV. The calculation puts the highest occupied orbital energy at -14.12 eV.

XYZ file:
```
24
C8H11N2O3 (ωB97M-V/def2-TZVPD)
C -2.115 0.080 -1.681
C -1.258 0.719 -2.483
C -1.702 -0.256 -0.297
C -0.469 -0.227 0.257
C 0.130 1.189 -2.181
C 0.418 -0.420 1.443
C 0.149 -0.208 3.862
C 1.345 -0.788 -1.916
N -0.209 0.064 2.528
N 0.839 0.358 -1.231
O 0.614 2.149 -2.623
O 1.547 -0.819 1.386
O 1.812 1.076 -0.501
H -3.236 -0.080 -1.766
H -1.590 1.182 -3.426
H -2.561 -0.735 0.221
H -0.053 0.748 4.389
H -0.424 -0.965 4.283
H 1.304 -0.545 3.945
H 1.936 -0.466 -2.765
H 2.030 -1.361 -1.307
H 0.479 -1.225 -2.506
H -1.145 0.209 2.303
H 2.159 0.321 0.066
```

These are the Löwdin partial charges, in e, on atoms 1 to 2: C -0.03; C 0.03


# 10
Computed, not measured: the ion C8H11N2O3P with charge -2 in a non-equilibrium geometry, with ωB97M-V/def2-TZVPD.

As for the net charge: -2. For the energy, the calculation gives -988.0484 a.u. Its spin multiplicity is 1. As for the orbital gap: 5.0221 eV. Its LUMO energy is 5.27 eV. The calculation puts the highest occupied orbital energy at 0.25 eV.

XYZ file:
```
25
C8H11N2O3P (ωB97M-V/def2-TZVPD)
C 1.183 -1.165 0.053
C 0.883 0.182 0.090
C 3.330 -0.496 0.140
C 0.172 -2.267 -0.045
C -0.549 0.664 0.084
C -1.214 -1.742 0.330
C -1.496 -0.431 -0.399
C 2.005 2.379 0.067
N 2.529 -1.421 0.070
N 1.934 0.975 0.182
O 5.704 -1.536 -0.100
O 5.232 0.662 -1.330
O 5.551 0.660 1.206
P 5.175 -0.114 -0.033
H 0.136 -2.674 -1.069
H 0.450 -3.099 0.614
H -0.826 0.967 1.104
H -0.640 1.552 -0.553
H -1.983 -2.483 0.077
H -1.258 -1.565 1.407
H -2.540 -0.125 -0.241
H -1.349 -0.585 -1.472
H 1.538 2.755 -0.864
H 1.518 2.904 0.913
H 3.062 2.643 0.054
```

These are the Löwdin partial charges, in e, on atoms 1 to 2: C -0.29; C -0.30